(1)
Density functional theory data (the ωB97M-V functional and the def2-TZVPD basis) for C6H8S2 in the gas phase at a distorted geometry.

XYZ file:
```
16
Properties=species:S:1:pos:R:3:nbo_charge:R:1
C -0.44077 0.30683 0.00782 -0.13
C 0.68796 0.20504 1.07495 -0.46
C 1.58615 -0.79514 0.33716 -0.18
C 1.19960 -1.06150 -0.84660 -0.19
C 0.04259 -0.32509 -1.27129 -0.49
C -1.73838 -0.01637 0.54933 -0.25
H -1.49639 2.58636 0.57660 0.11
H 1.17414 1.26885 1.34716 0.24
H 0.23318 -0.12227 2.03315 0.22
H 2.70941 -1.21438 0.79538 0.22
H 1.91542 -1.68127 -1.50839 0.23
H -0.68131 -0.98218 -1.89158 0.26
H 0.44598 0.36085 -1.83239 0.22
H -2.25194 0.70759 1.26467 0.22
S -0.90829 2.12124 -0.50993 -0.04
S -2.47734 -1.35853 -0.12605 0.01
```

- E_LUMO (eV) = -0.394
- net charge = 0
- spin multiplicity = 1
- energy relative to the best compared isomer or geometry (same formula, charge and spin) (kcal per mole) = 76.62


(2)
Density functional theory data (the ωB97M-V functional and the def2-TZVPD basis) for C4H8O2 in the gas phase at a distorted geometry.

XYZ file:
```
14
Properties=species:S:1:pos:R:3:nbo_charge:R:1
O -1.56740 1.11939 0.10399 -0.71
C -0.70312 0.34870 -0.69927 0.06
C 0.77253 0.69382 -0.44534 -0.47
C 1.12443 -0.13877 0.80876 -0.08
O -0.05907 -0.88188 1.13949 -0.55
C -0.79162 -1.06055 -0.15387 -0.11
H -1.31597 0.81833 1.02095 0.47
H -0.99676 0.47942 -1.74523 0.19
H 0.88568 1.76969 -0.29424 0.23
H 1.39154 0.40003 -1.29860 0.21
H 1.41070 0.48025 1.66767 0.19
H 1.95657 -0.83084 0.61772 0.17
H -0.27008 -1.82674 -0.72420 0.18
H -1.83155 -1.38183 -0.00048 0.21
```

- E_LUMO (eV) = 0.994
- net charge = 0
- spin multiplicity = 1
- energy relative to the best compared isomer or geometry (same formula, charge and spin) (kcal per mole) = 31.28


(3)
Density functional theory data (the ωB97M-V functional and the def2-TZVPD basis) for 3 unconnected molecules or ions with the total composition C2H10N2O2 at a distorted geometry.

XYZ file:
```
16
Properties=species:S:1:pos:R:3:nbo_charge:R:1
C 1.55935 -2.75496 0.71250 -0.42
N 2.09942 -1.44602 1.10478 -0.59
C 1.63927 -0.27957 0.53660 0.26
N 0.39927 -0.09799 0.22225 -0.72
H 0.56602 -2.90030 1.15002 0.22
H 1.54460 -2.94053 -0.35737 0.19
H 2.25861 -3.46806 1.14027 0.20
H 3.11147 -1.41046 1.10040 0.37
H 2.19416 0.64946 0.72812 0.14
H 0.24049 0.86462 0.51299 0.34
H -5.98792 3.09188 0.18744 0.47
H -7.20987 2.35490 -0.40827 0.47
O -6.78011 2.59598 0.42331 -0.94
H 1.87444 2.42692 -1.88932 0.47
H 1.31772 1.19803 -2.68180 0.47
O 1.17310 2.11610 -2.48191 -0.94
```

- E_LUMO (eV) = 0.595
- net charge = 0
- spin multiplicity = 1
- energy relative to the best compared isomer or geometry (same formula, charge and spin) (kcal per mole) = 31.61


(4)
Density functional theory data (the ωB97M-V functional and the def2-TZVPD basis) for 3 unconnected molecules or ions with the total composition C4H12NO2 at a distorted geometry.

XYZ file:
```
19
Properties=species:S:1:pos:R:3:mulliken_spin:R:1
O 0.16420 0.36748 -0.01777 0.00
C -1.07471 0.14938 0.35000 0.00
C -1.53632 -0.68749 1.33439 0.00
C -0.58668 -1.54760 2.05978 0.00
C -0.33030 -2.83737 1.15754 0.00
N 2.00220 2.28880 -3.26837 1.05
H -1.78846 0.78766 -0.19863 0.00
H -2.64312 -0.74000 1.34863 0.00
H 0.31002 -0.96157 2.31196 0.00
H -1.13150 -1.90686 2.97692 0.00
H -1.00103 -3.68410 1.49882 0.00
H 0.66373 -3.13933 1.27163 0.00
H -0.47477 -2.62560 0.10421 0.00
H 2.43519 3.13546 -3.73404 -0.02
H 2.66816 1.52023 -3.41140 -0.02
H 1.25916 1.98931 -2.62842 -0.02
H 0.11208 1.90798 -0.16742 0.00
H 0.79960 3.31192 -0.17902 0.00
O 0.15253 2.67169 -0.80881 0.01
```

- E_LUMO (alpha / beta) (eV) = -12.239 / -12.239
- net charge = +2
- spin multiplicity = 2
- energy relative to the best compared isomer or geometry (same formula, charge and spin) (kcal per mole) = 99.21


Copy entry 4 word for word.
Density functional theory data (the ωB97M-V functional and the def2-TZVPD basis) for 3 unconnected molecules or ions with the total composition C4H12NO2 at a distorted geometry.

XYZ file:
```
19
Properties=species:S:1:pos:R:3:mulliken_spin:R:1
O 0.16420 0.36748 -0.01777 0.00
C -1.07471 0.14938 0.35000 0.00
C -1.53632 -0.68749 1.33439 0.00
C -0.58668 -1.54760 2.05978 0.00
C -0.33030 -2.83737 1.15754 0.00
N 2.00220 2.28880 -3.26837 1.05
H -1.78846 0.78766 -0.19863 0.00
H -2.64312 -0.74000 1.34863 0.00
H 0.31002 -0.96157 2.31196 0.00
H -1.13150 -1.90686 2.97692 0.00
H -1.00103 -3.68410 1.49882 0.00
H 0.66373 -3.13933 1.27163 0.00
H -0.47477 -2.62560 0.10421 0.00
H 2.43519 3.13546 -3.73404 -0.02
H 2.66816 1.52023 -3.41140 -0.02
H 1.25916 1.98931 -2.62842 -0.02
H 0.11208 1.90798 -0.16742 0.00
H 0.79960 3.31192 -0.17902 0.00
O 0.15253 2.67169 -0.80881 0.01
```

- E_LUMO (alpha / beta) (eV) = -12.239 / -12.239
- net charge = +2
- spin multiplicity = 2
- energy relative to the best compared isomer or geometry (same formula, charge and spin) (kcal per mole) = 99.21


What did the first record say?
Density functional theory data (the ωB97M-V functional and the def2-TZVPD basis) for C6H8S2 in the gas phase at a distorted geometry.

XYZ file:
```
16
Properties=species:S:1:pos:R:3:nbo_charge:R:1
C -0.44077 0.30683 0.00782 -0.13
C 0.68796 0.20504 1.07495 -0.46
C 1.58615 -0.79514 0.33716 -0.18
C 1.19960 -1.06150 -0.84660 -0.19
C 0.04259 -0.32509 -1.27129 -0.49
C -1.73838 -0.01637 0.54933 -0.25
H -1.49639 2.58636 0.57660 0.11
H 1.17414 1.26885 1.34716 0.24
H 0.23318 -0.12227 2.03315 0.22
H 2.70941 -1.21438 0.79538 0.22
H 1.91542 -1.68127 -1.50839 0.23
H -0.68131 -0.98218 -1.89158 0.26
H 0.44598 0.36085 -1.83239 0.22
H -2.25194 0.70759 1.26467 0.22
S -0.90829 2.12124 -0.50993 -0.04
S -2.47734 -1.35853 -0.12605 0.01
```

- E_LUMO (eV) = -0.394
- net charge = 0
- spin multiplicity = 1
- energy relative to the best compared isomer or geometry (same formula, charge and spin) (kcal per mole) = 76.62